Entry 1:
The following is a quantum chemistry calculation of C5H7F6NO9S2V as an isolated structure in a non-equilibrium geometry, from the Open Molecules 2025 dataset.

```
31
Properties=species:S:1:pos:R:3:forces:R:3
O -1.3350 1.6611 0.1555 2.963 2.035 2.607
V -0.1426 2.1638 1.1658 -1.802 -0.833 -1.479
O -0.0172 3.7297 1.3278 -0.745 -1.984 -0.634
C -0.6032 -0.3423 6.8715 -0.507 -0.197 -0.500
C -0.3730 0.2515 5.4578 -0.088 -0.642 0.678
O -1.1840 0.1074 4.5450 -3.373 -1.324 -1.627
O 0.6004 0.9213 5.2327 3.962 2.140 0.722
H -1.1118 -1.3063 6.8682 -0.109 -0.005 -0.357
H -1.2935 0.3521 7.3505 0.173 0.060 0.326
H 0.3115 -0.4849 7.4469 0.040 0.474 -0.189
C 2.0005 1.5531 -3.6093 0.250 0.357 -0.726
F 1.0600 2.5097 -3.4956 0.019 -0.648 1.040
F 1.4327 0.3464 -3.6522 -0.103 0.937 -0.665
F 2.5758 1.8938 -4.7995 0.200 -1.127 0.898
S 3.2964 1.5157 -2.1946 -1.161 3.408 0.513
O 4.4977 0.9826 -2.7952 -1.235 0.078 1.009
O 3.3274 2.9250 -1.7577 -0.177 -2.295 -0.354
N 2.3770 0.6585 -0.9606 1.289 1.389 -2.134
S 2.9751 -0.7965 -1.1189 2.207 -4.368 0.490
O 3.0585 -1.3112 -2.4839 -0.916 0.408 1.282
O 4.2068 -0.9940 -0.3589 -1.319 0.357 -0.136
C 1.6879 -1.9898 -0.1949 2.058 0.686 -1.734
F 0.4975 -1.6637 -0.6649 -0.768 -0.371 0.401
F 1.9526 -3.3138 -0.5265 -0.448 2.247 1.061
F 1.7761 -1.7508 1.1161 -0.418 -0.781 -0.491
C -5.5924 -1.2231 -3.1510 -0.308 -0.337 0.241
O -4.3188 -1.6200 -3.6725 -1.075 -0.060 -0.209
H -5.7641 -0.1482 -3.2073 0.303 0.118 0.403
H -6.4677 -1.6431 -3.6464 0.598 -0.337 -1.147
H -5.8012 -1.6599 -2.1744 0.581 0.539 0.598
H -3.6296 -1.3237 -3.0735 -0.092 0.076 0.114
```
Positions in Å, forces in eV/Å.

Computed properties:
- F_max (eV/A) = 4.919
- energy (Ha) = -3266.05876
- LUMO energy (eV) = -2.03
- E_HOMO (Ha) = -0.2075
- net charge = -1

=====

Entry 2:
The following is a quantum chemistry calculation of C36H53NP2Rh as an isolated structure in a non-equilibrium geometry, from the Open Molecules 2025 dataset.

```
93
Properties=species:S:1:pos:R:3:forces:R:3
Rh -0.3484 1.0979 -1.1227 -1.891 -1.509 1.560
C -1.0568 1.1899 0.9814 -0.707 -1.515 0.464
C -2.0814 0.7107 0.0199 0.100 -1.377 1.079
C -1.0610 -1.1299 1.0151 -0.200 -0.302 -0.503
C -0.4871 0.0145 1.5922 -0.026 1.782 -0.512
C -1.9959 -0.7478 0.0335 -0.361 1.756 0.268
C -1.0429 2.5440 1.5926 0.183 0.198 0.120
H -1.4381 3.2967 0.9045 0.069 -0.026 0.179
H -0.0216 2.8260 1.8733 -0.216 0.086 0.004
H -1.6557 2.5441 2.5064 0.102 0.115 -0.164
C 0.3723 0.0145 2.7907 0.533 0.067 0.340
H 0.5947 1.0371 3.1131 -0.006 -0.201 0.031
H 1.3152 -0.5162 2.5950 -0.293 0.180 0.162
H -0.1337 -0.5008 3.6216 0.089 0.118 -0.110
C -0.8253 -2.5133 1.5061 0.104 -0.153 -0.114
H -1.3128 -2.6329 2.4835 0.099 -0.054 -0.105
H 0.2460 -2.7200 1.6424 -0.278 0.073 -0.020
H -1.2534 -3.2563 0.8266 0.089 0.050 0.153
C -2.9323 -1.6527 -0.6617 -0.231 -0.327 -0.317
H -3.7174 -1.9942 0.0294 0.091 0.027 -0.213
H -2.4219 -2.5479 -1.0392 -0.169 0.084 0.016
H -3.4156 -1.1505 -1.5054 0.017 -0.129 0.104
C -3.2722 1.5039 -0.3887 -0.222 -0.031 -0.271
H -4.1191 1.3026 0.2863 0.135 0.157 -0.220
H -3.5718 1.2436 -1.4115 -0.130 0.110 0.178
H -3.0427 2.5727 -0.3616 -0.197 -0.092 -0.023
C 2.9508 4.3366 -3.9694 -0.067 1.128 0.571
C 1.9854 5.2634 -3.8260 1.129 -0.065 0.034
C 1.0977 5.7543 -4.9255 -0.186 0.200 -0.528
C 0.8131 4.7481 -6.0848 0.064 0.891 0.187
C 0.6111 3.3113 -5.7131 0.077 -0.745 -0.408
C 1.5641 2.3673 -5.7991 -0.603 0.276 -0.458
C 3.0373 2.6391 -5.9467 0.406 0.178 -0.169
C 3.5490 3.9589 -5.2860 -0.048 -0.644 -0.671
H 1.5385 6.6635 -5.3705 -0.203 -0.156 0.115
H 1.6105 4.8452 -6.8336 -0.328 -0.177 0.159
H 0.1333 6.0759 -4.5013 0.291 -0.095 0.025
H 3.4136 4.7831 -5.9991 0.147 -0.214 0.320
H 3.4709 3.9421 -3.0851 -0.119 0.629 -0.286
H 1.9015 5.8148 -2.8800 -0.224 -0.628 -0.141
H 4.6344 3.8468 -5.1311 -0.321 0.093 -0.123
H 3.6099 1.7952 -5.5263 -0.291 0.164 -0.138
H 1.2855 1.3045 -5.8312 -0.049 0.426 0.414
H 3.3105 2.6816 -7.0161 -0.066 -0.122 0.294
H -0.1146 5.0929 -6.5705 0.358 -0.110 0.044
H -0.4309 3.0287 -5.5086 0.421 -0.125 -0.172
P 1.3338 2.3893 -1.4395 0.704 -0.503 0.019
P 0.4782 -0.4774 -2.4301 0.049 -0.575 0.437
C 2.2026 1.6778 -2.8911 0.430 0.820 -0.164
C 2.0538 0.1650 -3.0990 0.307 -0.026 -0.189
H 3.2612 1.9564 -2.8282 -0.139 -0.227 -0.126
H 1.7840 2.2390 -3.7335 0.124 -0.320 0.199
H 2.1190 -0.0689 -4.1699 0.114 0.014 0.142
H 2.8900 -0.3462 -2.6005 -0.323 -0.030 -0.054
C 0.8400 -2.0775 -1.6609 0.243 -0.438 -0.389
H -0.1080 -2.5889 -1.4538 0.226 0.122 -0.002
H 1.3883 -1.9468 -0.7192 -0.162 0.088 -0.217
H 1.4325 -2.6917 -2.3524 -0.096 -0.078 0.213
C -0.7298 -0.8123 -3.7436 0.307 -0.193 -0.480
H -0.2138 -1.0410 -4.6818 -0.298 -0.038 -0.062
H -1.3815 0.0621 -3.8682 0.183 -0.265 -0.098
H -1.3356 -1.6739 -3.4360 0.081 0.236 -0.108
C 2.5235 2.7532 -0.1604 0.430 0.784 0.178
H 2.0150 2.7376 0.8129 0.237 0.054 -0.256
H 2.9591 3.7445 -0.3430 0.215 -0.183 0.292
H 3.3066 1.9860 -0.1675 -0.138 0.140 0.023
C 0.2013 3.7865 -1.7430 0.353 0.499 -0.384
H -0.8248 3.4065 -1.8905 0.279 0.239 0.084
H 0.5170 4.3222 -2.6374 -0.354 0.089 0.173
H 0.2289 4.4482 -0.8708 -0.072 -0.032 -0.176
C 5.9461 0.4971 0.1737 -0.296 0.002 0.076
C 5.3486 -0.4581 -0.6629 0.211 0.446 0.070
C 4.2327 -1.1659 -0.2346 -0.300 -0.120 0.576
C 3.6989 -0.9457 1.0595 1.363 0.438 -1.092
C 4.2284 0.1172 1.8387 -0.450 -0.843 -0.042
C 5.3664 0.7960 1.4180 0.050 -0.103 -0.473
N 2.7066 -1.7549 1.5759 -0.873 0.240 0.833
C 3.0220 -2.9443 2.1701 0.402 -0.954 0.229
C 2.5188 -3.2184 3.4792 0.056 0.159 -0.480
C 2.9815 -4.3224 4.1911 0.072 -0.034 -0.308
C 3.8964 -5.2112 3.6059 -0.110 0.175 -0.194
C 4.3189 -5.0065 2.2831 -0.250 0.072 -0.179
C 3.8608 -3.9127 1.5517 0.287 0.388 0.516
H 6.8453 1.0233 -0.1502 -0.278 -0.165 0.093
H 5.7713 -0.6504 -1.6552 -0.155 0.038 0.408
H 3.7620 -1.9328 -0.8562 0.298 0.240 0.125
H 3.7447 0.3199 2.7976 0.312 -0.009 -0.234
H 5.8061 1.5611 2.0619 -0.149 -0.237 -0.237
H 1.8238 -2.4953 3.9171 0.295 -0.305 -0.075
H 2.6332 -4.4957 5.2086 0.076 0.067 -0.253
H 4.2637 -6.0788 4.1624 -0.146 0.393 -0.177
H 5.0159 -5.7035 1.8120 -0.295 0.155 0.182
H 4.1545 -3.7360 0.5145 0.110 -0.209 0.427
```
Positions in Å, forces in eV/Å.

Computed properties:
- multiplicity = 5
- energy above the lowest of the compared OMol25 structures with the same formula, charge and spin (kcal/mol) = 0.0
- F_max (eV/A) = 2.879
- energy (Ha) = -2251.16384
- LUMO energy (alpha / beta) (eV) = -1.80 / -3.99
- E_HOMO (alpha / beta) (Ha) = -0.2912 / -0.3740
- net charge = +1

=====

Entry 3:
The following is a quantum chemistry calculation of C31H24NP2PtS3Te as an isolated structure in a non-equilibrium geometry, from the Open Molecules 2025 dataset.

```
63
Properties=species:S:1:pos:R:3:forces:R:3
Pt 1.6603 -2.6060 -0.1927 -0.340 -1.089 -0.153
S 5.1375 -2.7898 2.1405 0.009 -0.142 -0.088
C 3.7350 -1.9266 1.5523 -0.066 0.539 0.263
S 3.9516 -2.2392 -0.2322 0.122 -0.187 0.052
S 2.3895 -3.1218 1.8518 -0.086 0.361 -0.189
Te -0.9191 1.0153 -2.1082 -0.144 -0.010 0.284
C -1.8168 2.4700 -0.8678 0.022 -0.115 -0.069
C -1.6771 3.8208 -1.1350 -0.045 0.040 -0.004
C -2.2872 4.7243 -0.2703 -0.059 -0.114 0.091
N -2.9874 4.3596 0.8031 0.075 -0.091 -0.091
C -3.1196 3.0526 1.0381 0.071 0.091 -0.093
C -2.5627 2.0676 0.2318 -0.010 0.104 0.066
C -0.1156 -0.0842 -0.4830 0.292 -0.479 -0.418
P -0.4871 -1.8538 -0.4522 0.094 0.589 -0.509
C -2.2767 -2.0127 -0.2646 0.132 -0.148 0.293
C -3.1275 -1.9653 -1.3693 -0.036 -0.038 0.117
C -4.5001 -1.9224 -1.1703 0.032 -0.009 0.001
C -5.0224 -1.9353 0.1176 -0.013 0.006 -0.056
C -4.1768 -1.9998 1.2164 0.007 0.009 0.045
C -2.8039 -2.0372 1.0272 0.069 -0.005 -0.009
C -0.0450 -2.5998 -2.0666 -0.140 0.259 0.224
C 0.9594 -2.0534 -2.8758 0.059 0.078 0.167
C 1.3368 -2.7078 -4.0538 0.076 -0.095 -0.015
C 0.7224 -3.8871 -4.4109 0.002 -0.005 -0.001
C -0.2596 -4.4553 -3.5858 0.030 -0.005 0.070
C -0.6273 -3.8354 -2.4143 0.131 -0.086 -0.160
P 1.5676 0.3133 -0.0915 -0.273 0.643 0.382
C 1.9363 -0.1433 1.6361 0.235 -0.230 -0.027
C 3.3784 -0.4602 2.0080 -0.180 -0.212 -0.011
C 3.6200 -0.3693 3.4890 0.101 -0.051 -0.147
C 2.6090 -0.4483 4.3796 -0.122 0.036 0.001
C 1.2558 -0.4800 3.9411 0.061 -0.008 0.065
C 0.9557 -0.2679 2.5858 0.061 0.130 0.013
C 1.6796 2.1397 -0.0177 -0.127 -0.099 0.057
C 2.4873 2.8279 -0.9162 -0.001 0.011 -0.031
C 2.5770 4.2130 -0.8472 0.008 -0.014 0.001
C 1.8656 4.9064 0.1220 0.010 -0.013 -0.007
C 1.0580 4.2213 1.0233 -0.006 -0.035 0.024
C 0.9657 2.8399 0.9580 0.105 0.063 -0.065
H -1.0982 4.1747 -1.9799 -0.011 0.015 0.064
H -2.1957 5.7915 -0.4442 -0.009 -0.029 0.005
H -3.7066 2.7783 1.9090 0.026 0.021 -0.020
H -2.7098 1.0181 0.4622 -0.016 0.040 0.000
H -2.7273 -1.9693 -2.3726 0.022 0.067 -0.049
H -5.1618 -1.8748 -2.0261 0.018 -0.015 0.039
H -6.0952 -1.9008 0.2640 0.051 -0.003 -0.010
H -4.5863 -2.0215 2.2187 0.026 -0.006 -0.045
H -2.1380 -2.0899 1.8822 -0.029 0.010 -0.007
H 1.4067 -1.0979 -2.6273 -0.069 0.077 -0.042
H 2.0994 -2.2746 -4.6888 -0.027 -0.007 0.048
H 1.0016 -4.3818 -5.3329 -0.024 0.009 0.042
H -0.7253 -5.3923 -3.8657 0.025 0.046 -0.008
H -1.3686 -4.2848 -1.7651 -0.025 0.020 -0.035
H 4.0851 0.1697 1.4619 0.012 0.110 0.010
H 4.6529 -0.3148 3.8178 -0.088 -0.007 -0.012
H 2.8247 -0.4509 5.4413 -0.025 -0.018 -0.044
H 0.4561 -0.5852 4.6622 0.022 0.007 -0.033
H -0.0815 -0.1512 2.2870 -0.002 0.039 0.023
H 3.0433 2.2831 -1.6709 -0.017 0.020 0.006
H 3.2062 4.7480 -1.5476 -0.017 -0.020 0.030
H 1.9455 5.9852 0.1817 -0.016 -0.042 -0.013
H 0.4966 4.7642 1.7747 0.029 -0.028 -0.029
H 0.3391 2.3069 1.6621 -0.010 0.011 0.008
```
Positions in Å, forces in eV/Å.

Computed properties:
- multiplicity = 5
- F_max (eV/A) = 1.151
- energy (Ha) = -3514.66868
- LUMO energy (alpha / beta) (eV) = -4.17 / -5.69
- E_HOMO (alpha / beta) (Ha) = -0.3710 / -0.3938
- net charge = +1

=====

Entry 4:
The following is a quantum chemistry calculation of C2H2As3F18O6Zn as an isolated structure in a non-equilibrium geometry, from the Open Molecules 2025 dataset.

```
32
Properties=species:S:1:pos:R:3:forces:R:3
Zn 21.1819 -4.0854 11.2482 0.225 -0.152 -0.039
As 17.9316 1.3789 10.7587 0.685 0.169 0.504
F 18.9604 -0.0812 10.9822 -0.876 1.289 -0.362
F 19.2728 2.3634 10.0133 -1.169 -1.278 0.768
F 16.9138 2.8219 10.5886 0.394 -0.820 0.023
F 16.5185 0.5408 11.5107 1.404 0.647 -0.873
F 18.4754 1.9218 12.3740 -0.541 -0.334 -1.239
F 17.5074 0.8025 9.1353 0.047 0.371 1.129
As 17.4652 -5.4357 17.2484 0.717 0.582 0.914
F 18.9336 -4.6776 18.0197 -1.559 -0.769 -0.479
F 17.0094 -6.0417 18.9113 -0.036 0.854 -1.708
F 16.0078 -6.1668 16.4915 1.234 0.713 0.715
F 18.1562 -4.8861 15.7230 -0.901 -0.333 0.522
F 18.3119 -6.9592 17.0354 -0.296 0.478 0.077
F 16.5584 -3.8899 17.4283 0.779 -1.618 0.058
As 26.9891 -1.5082 9.6329 -1.101 0.033 0.019
F 27.4705 -2.9293 10.5498 0.148 0.769 -0.183
F 28.6603 -1.1462 9.0568 -1.344 -0.842 0.337
F 26.4661 -0.1282 8.6167 0.421 -1.154 0.862
F 25.2741 -1.6588 10.2123 1.725 0.103 -0.518
F 27.3484 -0.5052 11.0655 -0.333 -0.486 -1.180
F 26.5996 -2.7165 8.3435 0.590 1.559 0.613
O 18.6838 -6.5015 6.3569 0.126 0.742 -0.185
C 19.1141 -5.8053 7.4172 1.682 0.148 3.190
O 18.7453 -5.9981 8.6046 -1.858 -1.092 -0.639
O 20.0804 -5.0143 7.4259 0.429 0.469 -2.172
H 17.9108 -6.9856 6.6563 -0.218 -0.216 0.179
O 25.0873 -7.3793 14.1589 1.673 -0.420 0.526
C 24.3231 -6.6700 13.3650 -3.028 0.686 0.126
O 23.8160 -7.1860 12.3676 0.386 -0.859 -1.660
O 23.8852 -5.5773 13.7456 0.187 1.625 0.457
H 25.3304 -8.0705 13.5387 0.408 -0.865 0.218
```
Positions in Å, forces in eV/Å.

Computed properties:
- F_max (eV/A) = 3.609
- energy (Ha) = -10813.35761
- LUMO energy (eV) = -0.50
- E_HOMO (Ha) = -0.1165
- net charge = -3

=====

Entry 5:
The following is a quantum chemistry calculation of one molecule with the formula C20H15F3N2O3 in a non-equilibrium geometry, from the Open Molecules 2025 dataset.

```
43
Properties=species:S:1:pos:R:3:forces:R:3
C 2.2684 -5.3699 5.3475 0.128 0.136 0.170
H 2.5135 -6.0534 6.1587 0.004 0.092 -0.040
O 1.5355 -6.1335 4.4164 -0.175 -0.161 -0.231
C 1.1136 -5.5341 3.2764 -0.114 0.062 -0.234
C 0.4176 -6.3470 2.3768 0.100 0.034 0.128
C -0.0397 -5.8321 1.1824 -0.017 -0.084 0.096
C 0.1626 -4.4985 0.8633 0.073 0.259 0.054
C 0.8389 -3.6780 1.7587 -0.005 -0.487 0.030
C 1.3248 -4.1998 2.9548 0.074 -0.001 0.168
H 1.8644 -3.5314 3.6066 0.068 0.024 0.073
C 1.1251 -2.2378 1.4966 -0.238 0.054 -0.162
O 2.1056 -1.6800 1.9395 0.098 0.086 0.089
N 0.1677 -1.6163 0.7369 -0.232 -0.477 -0.031
C 0.1258 -0.2921 0.3152 0.011 0.611 -0.199
C 1.1304 0.6431 0.5756 0.075 -0.568 0.206
N 1.0704 1.8904 0.1549 -0.346 0.915 -0.500
C 0.0217 2.2941 -0.5374 0.052 -0.708 0.269
C -1.0474 1.4505 -0.8477 0.137 0.227 0.094
C -0.9844 0.1437 -0.4132 0.319 0.040 0.142
H -1.7953 -0.5391 -0.6284 -0.075 -0.048 -0.021
H -1.9020 1.8174 -1.3955 -0.046 0.001 -0.032
O 0.0227 3.6227 -0.8509 0.140 0.159 0.215
C -0.4641 4.0550 -2.0445 -0.295 0.291 -0.612
C -0.9632 5.3550 -2.0836 0.083 -0.247 0.021
C -1.4226 5.8722 -3.2832 0.040 -0.022 -0.048
C -1.4023 5.1145 -4.4470 -0.001 0.104 0.093
C -0.8921 3.8290 -4.4001 -0.082 0.104 -0.009
C -0.4233 3.2974 -3.2131 0.159 -0.042 0.295
H -0.0091 2.3003 -3.1898 0.023 -0.055 -0.014
H -0.8537 3.2357 -5.3005 0.016 -0.068 -0.078
H -1.7681 5.5310 -5.3719 -0.017 0.039 -0.079
C -2.0004 7.2592 -3.3114 -0.269 0.260 -0.004
F -3.3291 7.2516 -3.0731 -0.085 -0.168 0.038
F -1.4633 8.0722 -2.3918 0.201 -0.067 0.194
F -1.8424 7.8657 -4.4977 0.125 -0.113 -0.209
H -0.9740 5.9428 -1.1797 0.003 0.058 0.096
H 2.0099 0.3745 1.1394 -0.060 -0.104 0.003
H -0.6392 -2.1700 0.4825 0.208 0.050 0.150
H -0.1720 -4.1267 -0.0944 -0.015 0.042 -0.079
H -0.5582 -6.4760 0.4880 -0.030 -0.066 -0.051
H 0.2613 -7.3817 2.6364 -0.019 -0.131 0.027
H 1.6740 -4.5393 5.7403 0.028 -0.025 -0.028
H 3.1916 -4.9811 4.9080 -0.041 -0.004 0.011
```
Positions in Å, forces in eV/Å.

Computed properties:
- F_max (eV/A) = 1.098
- SMILES = COc1cccc(C(=O)Nc2ccc(Oc3cccc(C(F)(F)F)c3)nc2)c1
- energy (Ha) = -1406.00339
- LUMO energy (eV) = 0.33
- E_HOMO (Ha) = -0.3129

=====

Entry 6:
The following is a quantum chemistry calculation of one molecule with the formula C4H10FPS in a non-equilibrium geometry, from the Open Molecules 2025 dataset.

```
17
Properties=species:S:1:pos:R:3:forces:R:3
C 0.4041 2.7500 0.0187 -2.856 -1.229 -0.622
C 0.0554 -2.6755 0.8542 2.089 -2.789 -0.442
C -0.2553 1.5153 -0.5426 -0.760 -2.228 3.641
C -0.1855 -1.6101 -0.1517 1.207 1.716 2.029
F -0.4937 0.2493 1.7050 0.552 -0.336 -0.711
P 0.4989 0.0421 0.4100 -0.821 0.460 1.217
S 2.3451 0.1593 1.0373 -0.938 -0.230 -0.780
H 0.1395 2.8662 1.0081 -0.301 -0.202 2.545
H 1.4114 2.6619 -0.0448 3.050 0.364 -0.553
H -0.0873 3.5725 -0.3801 -0.108 1.886 -1.468
H 1.0696 -3.1283 0.7818 -0.534 -0.052 -0.770
H 0.2310 -2.3129 1.8071 -0.587 1.219 2.175
H -0.6558 -3.5302 0.9344 0.233 0.912 -0.449
H -0.1456 1.3411 -1.5335 0.660 -0.216 -3.266
H -1.3518 1.3473 -0.3258 1.067 0.617 -0.031
H -1.1996 -1.4797 -0.1318 -2.857 0.883 -0.336
H 0.0997 -1.7469 -1.1306 0.904 -0.777 -2.176
```
Positions in Å, forces in eV/Å.

Computed properties:
- energy above the lowest of the compared OMol25 structures with the same formula, charge and spin (kcal/mol) = 5.9
- F_max (eV/A) = 4.336
- SMILES = CCP(F)(=S)CC
- energy (Ha) = -997.83597
- LUMO energy (eV) = 0.80
- E_HOMO (Ha) = -0.3299